(1)
{
  "formula": "C9H14O",
  "method": "the ωB97M-V functional and the def2-TZVPD basis",
  "largest_force_ev_per_a": 1.9,
  "s_squared": 0.762,
  "multiplicity": 2,
  "de_lowest_kcal_mol": 6.09,
  "charge": -1,
  "total_energy_ha": -426.5146,
  "symbols": ["C", "C", "H", "H", "H", "H", "H", "H", "C", "C", "C", "C", "C", "C", "C", "O", "H", "H", "H", "H", "H", "H", "H", "H"],
  "positions_angstrom": [[-0.05647, 1.09347, 2.01973], [0.42145, 2.46726, 1.58602], [-0.93314, 1.12184, 2.66718], [-0.39354, 0.34381, 1.28877], [0.66786, 0.65150, 2.73768], [1.50209, 2.57729, 1.54819], [-0.09797, 3.30504, 2.06459], [0.16967, 2.62155, 0.52970], [0.84943, -3.04167, -0.10938], [0.50949, 0.46975, -1.58644], [1.10561, -0.71588, -1.03872], [-0.86915, 0.63600, -1.50943], [0.29769, -1.68884, -0.45721], [-1.71141, -0.25121, -0.83124], [-1.05765, -1.41147, -0.28821], [-1.46857, 1.76501, -2.06849], [1.11099, 1.27091, -1.98817], [2.18744, -0.86503, -1.15757], [-0.87186, 2.16708, -2.69687], [-2.77933, -0.04631, -0.77315], [0.46566, -3.44111, 0.82991], [1.94023, -2.98837, 0.04465], [-1.62841, -2.25711, 0.07597], [0.63987, -3.78353, -0.88749]],
  "forces_ev_per_a": [[-0.09, -0.88, 1.68], [-0.72, 0.19, -1.70], [-0.36, 0.61, 0.05], [0.86, 0.50, -0.27], [-0.05, -0.10, -0.72], [0.13, 0.06, 0.62], [0.46, -0.17, 0.44], [-0.18, -0.18, -0.04], [0.63, -0.04, 0.35], [-0.46, 0.21, -0.12], [0.71, -0.45, -0.05], [-0.38, 0.02, 0.33], [-0.06, 0.86, -0.34], [0.68, 0.70, -0.55], [-0.22, -1.25, 0.18], [-0.45, -0.09, 0.34], [0.15, 0.13, -0.10], [-0.43, -0.07, 0.08], [0.44, -0.06, -0.14], [0.26, -0.21, -0.02], [-0.33, 0.05, 0.08], [-0.22, -0.01, -0.27], [-0.42, 0.09, 0.17], [0.05, 0.08, -0.01]]
}

(2)
{
  "formula": "C37H62BN2O2PS5W",
  "method": "the ωB97M-V functional and the def2-TZVPD basis",
  "largest_force_ev_per_a": 0.7,
  "multiplicity": 1,
  "de_lowest_kcal_mol": 2.41,
  "charge": 2,
  "total_energy_ha": -4130.8494,
  "symbols": ["W", "C", "C", "S", "C", "C", "S", "C", "C", "S", "H", "H", "H", "H", "H", "H", "H", "H", "H", "H", "H", "H", "C", "C", "C", "P", "C", "C", "C", "C", "C", "C", "H", "H", "H", "H", "H", "H", "H", "H", "H", "H", "H", "H", "H", "H", "H", "H", "H", "H", "H", "H", "H", "C", "N", "C", "C", "C", "C", "C", "C", "C", "C", "H", "H", "H", "H", "H", "H", "H", "H", "H", "H", "H", "H", "C", "C", "C", "C", "C", "C", "C", "C", "O", "B", "O", "C", "C", "H", "H", "H", "H", "H", "H", "H", "H", "H", "H", "H", "H", "S", "C", "N", "C", "C", "S", "H", "H", "H", "H", "H"],
  "positions_angstrom": [[1.60934, 0.80773, 0.03275], [-1.72193, -1.94771, 3.53974], [-0.54218, -2.91009, 3.63258], [0.67243, -2.85781, 2.29421], [-0.33144, -3.32391, 0.86128], [-0.10517, -2.41384, -0.34301], [-0.21839, -0.63363, 0.02642], [-1.93115, -0.44174, 0.62604], [-2.15485, 0.32797, 1.91361], [-1.24138, -0.20356, 3.37674], [-2.31763, -2.05016, 4.44720], [-2.38243, -2.20997, 2.71270], [-0.91359, -3.92913, 3.74876], [0.05189, -2.69038, 4.52137], [-1.38183, -3.33554, 1.14999], [-0.08780, -4.33953, 0.54514], [-0.80803, -2.65844, -1.14198], [0.90883, -2.53363, -0.72487], [-2.28341, -1.46801, 0.71869], [-2.49305, 0.02367, -0.18544], [-3.22930, 0.30113, 2.10920], [-1.89739, 1.38073, 1.79188], [0.82382, 3.19736, -2.76864], [1.79147, 2.21239, -3.42649], [1.58938, 2.22690, -4.94335], [1.75619, 0.55520, -2.60669], [0.40653, -0.46811, -3.34289], [-0.93732, 0.27130, -3.29555], [0.65579, -1.02476, -4.74871], [3.37539, -0.26637, -2.92406], [3.29107, -1.73865, -2.51288], [3.98833, -0.09596, -4.31417], [1.06565, 4.21233, -3.09129], [0.86151, 3.18195, -1.67989], [-0.20616, 3.00010, -3.06409], [2.81253, 2.54546, -3.21487], [0.55877, 1.99495, -5.20883], [2.24730, 1.54850, -5.47912], [1.79126, 3.23670, -5.30536], [0.35477, -1.32277, -2.66543], [-1.02219, 0.97218, -4.12591], [-1.09743, 0.82440, -2.36911], [-1.74900, -0.45032, -3.40360], [0.80253, -0.24056, -5.48677], [-0.22551, -1.59298, -5.05190], [1.50615, -1.70137, -4.79072], [4.04370, 0.24868, -2.22396], [2.78686, -2.33912, -3.27043], [2.75602, -1.86926, -1.56848], [4.29143, -2.14868, -2.36910], [3.36020, -0.50172, -5.10466], [4.93611, -0.63611, -4.33863], [4.20283, 0.94763, -4.54002], [6.45849, -2.63509, 1.27957], [5.28228, -2.27934, 0.50048], [4.14431, -3.10007, 0.87126], [4.98897, -0.85512, 0.46156], [4.18452, -0.30237, 1.61688], [4.69768, -0.17254, 2.89018], [3.91327, 0.30807, 3.94964], [2.59820, 0.66839, 3.75805], [2.06794, 0.55623, 2.47239], [2.84729, 0.09592, 1.41970], [6.72443, -3.67027, 1.06630], [6.30324, -2.55222, 2.36518], [7.30075, -2.00529, 0.99412], [4.37075, -4.14622, 0.66515], [3.26632, -2.81930, 0.28441], [3.87216, -3.01205, 1.93301], [4.41729, -0.65080, -0.44950], [5.93494, -0.31693, 0.37332], [5.73252, -0.42872, 3.07832], [4.35363, 0.39318, 4.93484], [1.98149, 1.01170, 4.57703], [1.00653, 0.78240, 2.35060], [-1.67997, 7.24943, 4.48710], [-2.82302, 6.30295, 4.09307], [-3.20617, 5.43433, 5.29997], [-4.03655, 7.14651, 3.70272], [-2.35085, 5.40114, 2.95113], [-2.96061, 5.40442, 1.69472], [-2.53855, 4.58891, 0.64343], [-1.47023, 3.76508, 0.89995], [-0.83769, 2.85317, 0.06429], [0.21126, 2.32409, 0.81678], [0.19497, 2.84353, 2.10886], [-0.85243, 3.74852, 2.13685], [-1.26323, 4.54622, 3.17660], [-1.99631, 7.89693, 5.30608], [-1.39299, 7.88355, 3.64571], [-0.79746, 6.70063, 4.82025], [-3.56233, 6.06658, 6.11438], [-2.35830, 4.85969, 5.67551], [-4.00264, 4.73510, 5.03999], [-4.33553, 7.75991, 4.55287], [-4.89135, 6.52577, 3.42871], [-3.81529, 7.82141, 2.87387], [-3.80090, 6.05849, 1.51557], [-3.02960, 4.60888, -0.31981], [-0.75800, 4.50490, 4.13206], [3.38808, 2.45519, -0.48668], [3.16800, 4.12149, -0.18525], [4.11292, 4.96826, -0.55010], [3.97294, 6.34752, -0.07536], [2.47421, 6.54541, 0.08414], [1.84033, 4.90745, 0.57784], [4.97440, 4.62236, -0.95047], [4.40347, 7.03646, -0.79826], [4.49570, 6.45253, 0.87786], [1.99483, 6.83559, -0.84924], [2.22966, 7.26647, 0.85926]],
  "forces_ev_per_a": [[-0.40, 0.54, -0.30], [-0.04, 0.00, 0.00], [0.01, 0.01, 0.02], [0.05, 0.00, 0.00], [-0.04, 0.01, 0.02], [-0.10, 0.05, -0.09], [0.29, -0.11, 0.37], [0.02, -0.04, -0.13], [0.01, 0.05, 0.05], [0.04, -0.01, -0.04], [-0.01, 0.00, 0.00], [0.01, 0.01, 0.01], [-0.01, 0.00, 0.00], [0.00, 0.00, 0.00], [0.01, 0.01, 0.00], [0.00, 0.00, 0.01], [0.01, 0.00, -0.01], [0.00, 0.02, -0.01], [-0.03, 0.02, -0.02], [0.02, 0.02, 0.01], [0.01, 0.00, 0.02], [-0.08, -0.09, 0.03], [-0.05, 0.03, 0.00], [0.07, 0.01, -0.01], [-0.01, 0.00, -0.02], [-0.03, 0.08, 0.09], [-0.01, -0.01, -0.02], [0.01, -0.01, 0.01], [0.01, 0.00, 0.00], [0.02, 0.02, 0.05], [0.00, -0.04, 0.03], [0.00, 0.02, 0.00], [-0.01, 0.00, -0.03], [0.00, 0.00, -0.03], [-0.01, -0.01, 0.02], [0.01, -0.02, 0.01], [0.01, 0.00, -0.01], [0.01, 0.00, 0.00], [0.00, 0.00, 0.00], [-0.01, -0.01, 0.04], [0.00, 0.01, 0.03], [0.01, 0.01, 0.04], [0.00, 0.01, -0.01], [-0.01, 0.01, -0.01], [0.00, -0.01, 0.01], [-0.01, 0.02, 0.00], [-0.02, -0.01, -0.02], [0.01, 0.02, 0.02], [0.02, 0.02, 0.00], [0.01, 0.00, -0.01], [-0.01, -0.01, 0.00], [0.00, 0.01, 0.00], [0.00, 0.00, -0.01], [0.00, -0.01, 0.01], [-0.02, 0.04, 0.00], [-0.01, -0.02, 0.01], [-0.01, 0.01, -0.03], [0.02, -0.04, 0.03], [0.01, 0.00, -0.06], [0.02, 0.00, 0.04], [-0.04, 0.00, 0.00], [0.01, 0.04, -0.02], [0.18, -0.32, 0.19], [0.00, 0.00, 0.00], [0.00, 0.00, 0.00], [0.00, 0.00, 0.00], [0.00, 0.00, 0.00], [0.00, 0.01, -0.01], [0.00, 0.00, 0.00], [0.01, -0.01, 0.01], [0.00, -0.01, 0.00], [0.00, 0.00, 0.00], [0.01, 0.00, -0.01], [-0.01, 0.00, -0.01], [-0.02, 0.01, -0.02], [0.00, 0.00, 0.00], [-0.01, 0.00, 0.00], [0.00, 0.00, 0.00], [0.00, 0.00, 0.00], [-0.01, 0.01, 0.02], [-0.02, -0.02, -0.02], [0.03, -0.01, 0.02], [0.00, 0.00, -0.02], [0.03, 0.09, -0.08], [0.01, -0.33, -0.14], [-0.08, 0.05, 0.09], [-0.02, 0.04, -0.02], [0.02, -0.02, -0.03], [0.00, 0.00, 0.00], [0.00, 0.00, 0.00], [0.00, 0.01, 0.00], [0.00, 0.00, 0.00], [0.00, 0.00, 0.00], [0.00, 0.00, 0.00], [0.00, 0.00, 0.00], [0.00, 0.00, 0.00], [0.00, 0.00, 0.00], [0.00, 0.00, 0.00], [0.00, 0.00, 0.00], [0.00, 0.00, 0.00], [0.08, -0.09, -0.18], [0.04, 0.03, 0.09], [-0.05, -0.04, 0.02], [0.02, 0.00, -0.01], [-0.01, 0.03, 0.01], [0.01, -0.06, -0.02], [0.00, 0.00, 0.00], [-0.01, 0.01, 0.00], [0.00, 0.00, -0.01], [-0.01, -0.01, 0.01], [0.00, 0.00, 0.00]]
}